# 1
A structure of composition C26H18IrN3O2S2 at a distorted geometry. Source: the Open Molecules 2025 dataset; level of theory: the ωB97M-V functional and the def2-TZVPD basis.

Each line ends with the Mulliken charge.
Atoms and positions in Å:
Ir: 0.113 -0.334 0.071  0.852
N: 0.951 1.283 -4.018  -0.162
C: 0.142 0.780 -5.020  -0.030
C: 0.126 1.378 -6.274  -0.509
C: -0.633 0.851 -7.310  -0.507
C: -1.400 -0.284 -7.089  -0.607
C: -1.401 -0.881 -5.838  -0.598
C: -0.641 -0.372 -4.797  0.554
S: -0.683 -1.158 -3.212  -0.050
N: 0.064 -0.044 -2.236  -0.285
C: 0.747 0.996 -2.650  0.621
C: 1.299 1.877 -1.691  0.163
C: 2.271 2.864 -2.000  -0.714
C: 2.705 3.732 -1.036  -0.369
C: 2.142 3.656 0.250  -0.990
C: 1.239 2.641 0.508  -0.065
N: 0.843 1.748 -0.388  -0.249
H: 1.306 2.210 -4.194  0.119
H: 0.728 2.263 -6.450  0.309
H: -0.627 1.330 -8.281  0.337
H: -2.000 -0.695 -7.890  0.340
H: -1.995 -1.764 -5.651  0.415
H: 2.702 2.908 -2.993  0.354
H: 3.465 4.472 -1.255  0.392
H: 2.422 4.351 1.029  0.388
H: 0.807 2.532 1.494  0.477
O: -2.835 -2.996 -1.526  -0.708
C: -2.044 -2.584 -0.676  0.306
O: -0.866 -2.181 -0.891  -0.841
C: -2.474 -2.690 0.781  0.310
C: -2.899 -3.952 1.162  -0.592
C: -3.300 -4.227 2.457  -0.529
C: -3.292 -3.207 3.395  -0.467
C: -2.877 -1.944 3.032  -0.731
C: -2.449 -1.657 1.730  0.774
S: -2.011 0.002 1.388  -0.540
H: -2.907 -4.727 0.405  0.371
H: -3.614 -5.227 2.730  0.335
H: -3.607 -3.407 4.415  0.325
H: -2.859 -1.145 3.758  0.328
C: 1.231 -0.473 1.617  -1.720
C: 1.674 0.082 2.791  1.608
C: 3.028 -0.058 3.240  -0.645
C: 3.505 0.648 4.314  -0.247
C: 2.676 1.493 5.054  -0.519
C: 1.327 1.579 4.700  -0.391
C: 0.833 0.898 3.621  -0.340
H: 3.686 -0.714 2.683  0.364
H: 4.551 0.560 4.603  0.317
H: 3.068 2.056 5.892  0.339
H: 0.667 2.196 5.301  0.349
H: -0.208 0.960 3.345  0.356

Results
* energy above the lowest of the compared OMol25 structures with the same formula, charge and spin: 97.6 kJ/mol
* ⟨S²⟩: 6.075
* total charge: -2
* orbital gap (alpha / beta): 4.297 / 5.903 eV
* multiplicity: 5
* maximum force: 3.045 eV/Å


# 2
A structure of composition C26H19F3MoN8. Source: the Open Molecules 2025 dataset; level of theory: the ωB97M-V functional and the def2-TZVPD basis.

Each line ends with the Mulliken charge.
Atoms and positions in Å:
Mo: 0.308 -0.158 0.146  0.468
N: 0.217 -0.344 4.542  0.135
C: 0.459 0.058 3.333  -0.451
N: 0.049 -0.612 2.234  0.318
C: -0.652 -1.825 2.420  0.307
N: -1.011 -2.525 1.382  -1.335
N: -0.627 -1.935 0.207  1.387
C: -0.849 -2.541 -0.930  0.107
C: -0.448 -1.872 -2.146  0.514
C: -0.635 -2.414 -3.398  -0.825
C: -0.211 -1.679 -4.515  -0.472
C: 0.375 -0.445 -4.320  -0.874
C: 0.535 0.042 -3.020  0.004
N: 0.136 -0.647 -1.949  0.332
C: -0.960 -2.275 3.752  0.637
C: -1.685 -3.447 4.004  -0.265
C: -1.934 -3.822 5.308  -0.833
C: -1.465 -3.047 6.374  -0.474
C: -0.745 -1.885 6.149  -0.889
C: -0.506 -1.517 4.838  0.238
H: 0.558 0.221 5.317  0.345
H: 1.014 0.980 3.217  0.472
H: -1.330 -3.517 -0.917  0.516
H: -1.099 -3.387 -3.510  0.553
H: -0.344 -2.077 -5.514  0.492
H: 0.713 0.155 -5.155  0.475
H: 0.992 1.010 -2.849  0.508
H: -2.043 -4.046 3.179  0.520
H: -2.495 -4.724 5.511  0.480
H: -1.667 -3.355 7.392  0.459
H: -0.384 -1.286 6.976  0.440
N: -4.237 5.657 -0.180  -0.185
C: -3.528 4.752 -0.149  -0.483
C: -2.652 3.628 -0.104  0.753
C: -1.434 3.710 0.590  -0.698
C: -0.623 2.608 0.628  -0.195
N: -0.950 1.453 -0.013  -0.018
C: -2.123 1.376 -0.699  -0.199
C: -2.995 2.434 -0.749  -0.693
H: -1.142 4.621 1.096  0.556
H: 0.315 2.631 1.175  0.469
H: -2.345 0.446 -1.206  0.538
H: -3.928 2.342 -1.290  0.550
F: 7.119 -1.180 -0.456  -0.221
C: 6.637 0.027 -0.198  0.752
F: 7.046 0.429 1.003  -0.198
F: 7.043 0.885 -1.123  -0.219
C: 5.104 -0.022 -0.169  0.246
C: 4.455 -1.186 0.228  -0.796
C: 3.082 -1.189 0.294  -0.299
N: 2.361 -0.088 -0.033  -0.115
C: 2.992 1.043 -0.437  -0.278
C: 4.363 1.108 -0.507  -0.813
H: 5.013 -2.080 0.481  0.542
H: 2.538 -2.073 0.611  0.584
H: 2.376 1.893 -0.714  0.593
H: 4.849 2.019 -0.835  0.540

Results
* ⟨S²⟩: 2.026
* total charge: +4
* orbital gap (alpha / beta): 5.169 / 5.520 eV
* multiplicity: 3
* maximum force: 0.660 eV/Å


# 3
An isolated molecule of C26H19NO4 at a distorted geometry. Source: the Open Molecules 2025 dataset; level of theory: the ωB97M-V functional and the def2-TZVPD basis.

Each line ends with the Mulliken charge.
Atoms and positions in Å:
O: -2.230 1.974 0.233  -0.513
O: 1.425 -2.424 0.208  -0.617
O: -0.673 1.739 -2.907  -0.246
O: -2.154 -2.185 -0.006  -0.431
C: -1.472 1.435 -0.458  0.456
C: 0.624 -1.538 0.558  -0.733
C: -1.243 1.774 -4.136  -0.397
C: -2.671 1.604 -4.001  -0.521
C: -2.849 1.249 -2.563  -0.493
C: -1.612 1.445 -1.863  0.385
C: -2.332 -2.670 3.585  -0.590
C: -1.008 -2.429 4.000  -0.895
C: 2.206 2.602 2.876  -0.819
C: 3.836 0.966 -2.412  -0.479
C: 0.847 2.673 3.144  -0.832
C: 2.931 0.090 -3.132  -1.230
C: -2.694 -2.522 2.221  -0.269
C: -0.045 -2.003 3.006  -0.317
C: 2.727 2.125 1.668  -0.988
C: 3.503 1.455 -1.195  -1.480
C: -0.064 2.019 2.249  -0.677
C: 1.858 -0.325 -2.420  -0.441
C: -1.759 -2.191 1.275  0.363
C: -0.403 -1.831 1.644  0.953
C: 1.819 1.522 0.784  0.950
C: 2.248 1.039 -0.517  1.520
C: 0.401 1.338 1.171  -0.438
C: 1.515 0.121 -1.135  0.179
N: -0.415 0.707 0.270  0.878
C: -1.839 -3.382 -0.698  -0.858
C: 0.265 -0.396 -0.429  -0.525
H: -0.853 2.120 -5.071  0.408
H: -3.430 1.656 -4.734  0.481
H: -3.878 1.090 -2.123  0.382
H: -2.995 -3.033 4.279  0.503
H: -0.732 -2.511 5.025  0.436
H: 2.874 3.101 3.492  0.443
H: 4.778 1.243 -2.930  0.347
H: 0.568 3.186 4.012  0.489
H: 3.244 -0.204 -4.102  0.469
H: -3.672 -2.772 1.755  0.375
H: 1.025 -1.771 3.133  0.442
H: 3.790 2.193 1.394  0.371
H: 4.161 2.235 -0.812  0.346
H: -1.098 2.139 2.487  0.564
H: 1.085 -0.854 -2.840  0.645
H: -0.780 -3.587 -0.476  0.377
H: -1.864 -3.220 -1.779  0.227
H: -2.602 -4.129 -0.595  0.361
H: -0.359 -0.862 -1.131  1.438

Results
* energy above the lowest of the compared OMol25 structures with the same formula, charge and spin: 384.8 kJ/mol
* SMILES: COc1ccccc1C(=O)[C@@H]1c2ccccc2-c2ccccc2N1C(=O)c1ccco1
* orbital gap: 8.343 eV
* maximum force: 7.810 eV/Å


# 4
A structure of composition C26H20Br2N2O2Y at a distorted geometry. Source: the Open Molecules 2025 dataset; level of theory: the ωB97M-V functional and the def2-TZVPD basis.

Each line ends with the Mulliken charge.
Atoms and positions in Å:
Y: -0.003 0.552 -2.505  1.401
O: -2.118 2.659 2.065  -0.557
C: -2.453 3.653 1.179  0.716
C: -3.190 4.763 1.557  -0.789
C: -3.477 5.742 0.619  -0.505
C: -3.030 5.617 -0.686  -0.816
C: -2.297 4.500 -1.057  -0.277
C: -2.005 3.510 -0.133  -0.173
C: -1.251 2.262 -0.517  0.964
O: -0.928 2.193 -1.853  -0.753
N: 0.019 2.188 0.224  -0.261
N: 0.888 1.305 -0.274  -0.184
C: 1.970 0.988 0.344  -0.455
C: 3.006 0.228 -0.316  0.143
Br: 3.101 0.489 -2.236  -0.225
C: 3.963 -0.505 0.266  -0.717
C: 4.032 -0.797 1.693  0.653
C: 5.289 -0.918 2.293  -0.464
C: 5.396 -1.171 3.648  -0.544
C: 4.251 -1.326 4.418  -0.444
C: 3.000 -1.233 3.828  -0.639
C: 2.887 -0.970 2.473  -0.476
H: -2.550 2.825 2.910  0.326
H: -3.533 4.861 2.578  0.306
H: -4.053 6.606 0.915  0.400
H: -3.255 6.383 -1.413  0.409
H: -1.950 4.379 -2.073  0.415
H: -1.877 1.380 -0.241  0.227
H: -0.004 2.336 1.227  0.331
H: 2.184 1.339 1.353  0.696
H: 4.762 -0.905 -0.346  0.455
H: 6.181 -0.803 1.693  0.399
H: 6.371 -1.254 4.104  0.394
H: 4.336 -1.532 5.476  0.393
H: 2.110 -1.376 4.423  0.402
H: 1.908 -0.937 2.013  0.582
Br: -2.942 -0.053 -2.795  -0.217
C: -2.835 -1.949 -2.488  0.651
C: -3.999 -2.661 -2.494  -0.707
C: -3.946 -4.051 -2.281  -0.503
C: -2.742 -4.665 -2.093  -0.904
C: -1.537 -3.929 -2.101  0.867
C: -0.292 -4.585 -1.947  -0.688
C: 0.868 -3.873 -1.987  -1.284
C: 0.823 -2.473 -2.156  -0.365
C: -0.349 -1.747 -2.281  0.098
C: -1.555 -2.518 -2.281  0.651
H: -4.946 -2.171 -2.664  0.420
H: -4.864 -4.620 -2.279  0.401
H: -2.690 -5.735 -1.943  0.371
H: -0.283 -5.657 -1.809  0.387
H: 1.821 -4.372 -1.887  0.410
H: 1.787 -1.971 -2.165  0.079

Results
* energy above the lowest of the compared OMol25 structures with the same formula, charge and spin: 42.0 kJ/mol
* total charge: +1
* orbital gap: 7.024 eV
* maximum force: 1.148 eV/Å